The following is a DFT calculation (wB97M-V/def2-TZVPD) of C6H15NO2 as an isolated structure.

The geometry in XYZ format:
```
24
Properties=species:S:1:pos:R:3:forces:R:3:lowdin_charge:R:1
C 2.101 -0.355 -0.842 -0.80 1.21 -0.15 -0.4050
C 1.714 -1.790 -0.739 -0.61 0.01 -0.19 0.0191
C 2.602 0.353 0.373 0.16 0.01 -0.09 -0.0124
O 2.303 0.100 -2.049 1.03 0.32 -0.82 -0.0480
O 1.217 1.024 -1.649 0.16 -1.69 1.06 -0.0986
H 2.203 -2.296 0.091 -0.03 0.15 0.11 0.0933
H 1.818 0.399 1.131 -0.02 -0.09 -0.03 0.0867
H 1.924 -2.312 -1.674 0.04 0.16 0.03 0.1005
H 0.632 -1.832 -0.589 -0.01 -0.10 0.08 0.0853
H 3.433 -0.224 0.793 0.01 0.09 0.00 0.0952
H 2.901 1.368 0.126 0.09 -0.08 -0.01 0.0934
C -1.487 0.136 0.597 -0.04 0.09 -0.06 -0.5235
C -1.274 1.654 0.649 -0.04 -0.20 0.03 -0.0741
C -1.830 -0.316 -0.820 0.06 0.04 0.14 -0.0847
N -2.511 -0.363 1.523 0.03 0.06 -0.03 0.0182
H -0.549 -0.347 0.897 -0.01 0.02 -0.02 0.1063
H -2.332 -0.032 2.466 -0.03 -0.01 -0.07 0.0631
H -3.423 -0.005 1.254 0.06 -0.01 0.02 0.0669
H -2.184 2.175 0.342 0.00 -0.01 -0.01 0.0772
H -1.059 0.008 -1.520 0.00 -0.01 0.00 0.0592
H -1.027 1.980 1.663 0.00 -0.01 -0.02 0.0708
H -0.464 1.950 -0.020 -0.01 0.03 0.01 0.0594
H -2.779 0.125 -1.137 -0.02 -0.01 0.02 0.0784
H -1.929 -1.402 -0.864 -0.03 0.00 0.00 0.0732
```
Forces are in eV/Å.

Values from the calculation:
max |F| = 0.03886 Eh/bohr
highest occupied orbital energy = -9.2 eV
DFT total energy = -442.678732 hartree
spin multiplicity = 1
relative energy (zero: lowest compared OMol25 entry of this formula, charge and spin) = 531.58 kJ/mol

---

The following is a DFT calculation (wB97M-V/def2-TZVPD) of C4H4LiO2Tb as an isolated structure.

The geometry in XYZ format:
```
12
Properties=species:S:1:pos:R:3:forces:R:3:mulliken_spin:R:1
O -1.441 1.038 -1.400 -0.33 -1.03 -0.17 0.0001
C -2.219 0.221 -1.722 -0.04 1.18 0.05 0.0001
C -3.179 -0.587 -2.091 0.19 -0.38 0.15 0.0000
H -3.987 -0.201 -2.713 0.31 -0.12 0.20 0.0000
H -3.152 -1.628 -1.771 -0.07 0.36 -0.19 0.0000
H 1.680 1.283 0.715 -0.05 -1.30 0.29 -0.0025
C 0.432 -1.461 0.600 0.96 0.94 0.38 -0.0050
C 1.236 -0.594 0.842 -2.44 -2.11 -0.62 0.0064
O 1.955 0.443 1.179 1.33 2.49 0.14 0.0297
Li 3.375 0.564 2.511 -0.59 -0.54 -0.34 -0.2859
H -0.304 -2.226 0.437 0.36 0.14 -0.05 0.0003
Tb 5.603 3.147 3.412 0.37 0.39 0.16 6.2569
```
Forces are in eV/Å.

Values from the calculation:
max |F| = 0.06394 Eh/bohr
highest occupied orbital energy (spin up / spin down) = -12.9 / -12.9 eV
DFT total energy = -1136.449110 hartree
charge = +2
spin multiplicity = 7
relative energy (zero: lowest compared OMol25 entry of this formula, charge and spin) = 343.45 kJ/mol